The following is a DFT calculation (the ωB97M-V functional and the def2-TZVPD basis) of C29H32BrFeN7 as an isolated structure.

Summary:
LUMO level (alpha / beta): -7.94 / -10.51 eV
2S+1: 6
Strongest force on any atom: 0.0259 Eh/bohr
Net charge: +3
HOMO energy (alpha / beta): -0.64763 / -0.64736 Ha
HOMO-LUMO gap (alpha / beta): 9.69 / 7.10 eV
Energy: -145430.4251 eV
ΔE to the lowest compared entry with this formula, charge and spin: 17.09 kJ/mol

Element x y z (Å)
Fe -0.15713 -0.01530 -0.08549
C 2.54979 1.17262 -1.39447
C 2.40521 2.50922 -0.70332
C 1.00549 3.04111 -0.62013
C 0.75430 4.36887 -0.93667
C -0.49537 4.91553 -0.70543
C -1.47437 4.12275 -0.12540
C -1.17599 2.80416 0.13063
N 0.02751 2.24573 -0.13833
N 2.12435 0.00540 -0.59643
C 2.88019 -0.11614 0.66689
C 2.21861 0.56625 1.81144
C 2.94935 1.08958 2.86237
C 2.27959 1.61536 3.95350
C 0.89180 1.61460 3.95151
C 0.23415 1.10189 2.85393
N 0.88448 0.57181 1.79883
C 2.34843 -1.20303 -1.38469
C 1.73768 -2.35837 -0.67177
C 2.26481 -3.63002 -0.74578
C 1.64541 -4.66106 -0.05492
C 0.52876 -4.37707 0.71412
C 0.05645 -3.08096 0.74355
N 0.63579 -2.07841 0.05209
H 3.60204 1.04227 -1.66794
H 1.97833 1.16614 -2.31904
H 3.02388 3.22323 -1.24221
H 2.79898 2.47337 0.31623
H 1.55303 4.97662 -1.34129
H -0.69239 5.95357 -0.94285
H -2.44698 4.52229 0.13056
H -1.91746 2.16511 0.58254
H 3.90049 0.24962 0.53201
H 2.95324 -1.17200 0.92590
H 4.03192 1.08148 2.82683
H 2.83065 2.02172 4.79206
H 0.32398 2.00757 4.78347
H -0.84340 1.11684 2.81479
H 3.41343 -1.37435 -1.56449
H 1.88149 -1.06647 -2.35345
H 3.14959 -3.81630 -1.34145
H 2.04088 -5.66803 -0.10650
H 0.02743 -5.14107 1.29175
H -0.80530 -2.83616 1.33943
C -5.15962 1.02467 -2.94815
C -4.46568 0.59806 -1.68396
C -5.16202 0.35432 -0.50596
C -4.49136 -0.08553 0.62785
C -3.13575 -0.23272 0.50726
Br -2.05918 -0.89686 1.88601
N -2.40427 0.02183 -0.56916
C -3.08760 0.42554 -1.65873
H -6.23125 0.85133 -2.88458
H -4.77345 0.48210 -3.81073
H -5.00879 2.08985 -3.13524
H -6.23692 0.49388 -0.46983
H -5.00912 -0.31074 1.55011
H -2.50764 0.61454 -2.54654
C -0.47834 -2.48815 -3.00039
C -0.43741 -1.01249 -3.20967
N -0.29071 -0.04735 -2.29542
C -0.37388 1.16588 -2.99491
C -0.53128 0.91536 -4.30974
N -0.57290 -0.45522 -4.42156
H -0.60394 -2.71894 -1.95006
H 0.43479 -2.96576 -3.36268
H -1.31075 -2.92855 -3.55039
H -0.30152 2.12004 -2.50777
H -0.62927 1.57462 -5.15621
H -0.68993 -0.96524 -5.28594

***

The following is a DFT calculation (the ωB97M-V functional and the def2-TZVPD basis) of a 2-piece molecular cluster, C5H8BN overall.

Summary:
LUMO level: 0.80 eV
2S+1: 1
Strongest force on any atom: 0.1128 Eh/bohr
HOMO energy: -0.31455 Ha
HOMO-LUMO gap: 9.36 eV
Energy: -7478.9391 eV
ΔE to the lowest compared entry with this formula, charge and spin: 196.03 kJ/mol

Element x y z (Å)
B 0.97996 2.91982 -0.27861
C 1.06270 -1.37616 0.32648
C 0.33708 -1.99078 -0.74693
C -1.19309 -0.75644 0.50398
C 0.21797 -0.60149 1.03669
C -0.94977 -1.61128 -0.70015
N 0.42478 3.95190 -0.64731
H 1.22821 1.78377 0.07121
H 2.05588 -1.48708 0.65914
H 0.73635 -2.75657 -1.37750
H -1.80461 -1.12501 1.22712
H -1.71451 0.30803 0.17195
H 0.12080 -0.17862 1.97795
H -1.76467 -1.96837 -1.26694
H 0.26291 4.88829 -0.95707

***

The following is a DFT calculation (the ωB97M-V functional and the def2-TZVPD basis) of the molecule C4H5NS2.

Summary:
LUMO level: -0.41 eV
2S+1: 1
Strongest force on any atom: 0.1469 Eh/bohr
HOMO energy: -0.30895 Ha
HOMO-LUMO gap: 8.00 eV
Energy: -27386.6163 eV
ΔE to the lowest compared entry with this formula, charge and spin: 299.06 kJ/mol

Element x y z (Å)
C 0.97466 1.78086 -0.12442
C -1.02245 -0.05959 -0.52754
C -0.61111 -1.36561 0.21914
C 0.76175 -0.75419 0.36821
H 0.13421 2.61137 -0.26037
H -1.75748 0.53775 0.10412
H -1.11251 -0.15165 -1.56247
H -1.34506 -1.59366 1.04343
H -0.72938 -2.20650 -0.43697
N 0.42537 0.41180 -0.41615
S 2.26875 2.34502 0.42799
S 2.01325 -1.55560 1.16502

***

The following is a DFT calculation (the ωB97M-V functional and the def2-TZVPD basis) of a 14-piece molecular cluster, C72H182N10O24 overall.

Summary:
LUMO level: 0.58 eV
2S+1: 1
Strongest force on any atom: 0.0570 Eh/bohr
HOMO energy: -0.28973 Ha
HOMO-LUMO gap: 8.46 eV
Energy: -141643.0509 eV
ΔE to the lowest compared entry with this formula, charge and spin: 0.00 kJ/mol

Element x y z (Å)
C 5.26520 35.55238 11.85323
C 4.20894 34.65243 12.39631
C 4.62802 33.93663 13.68691
O 2.95801 35.36050 12.54217
H 5.51689 36.38130 12.52754
H 5.01347 35.94182 10.87324
H 6.18852 34.96481 11.72063
H 4.13242 33.82224 11.64339
H 3.99727 33.06640 13.94041
H 4.71793 34.55171 14.59033
H 5.59810 33.51440 13.41138
H 2.76151 35.83637 11.73673
C 2.62500 19.42237 18.22694
C 1.21326 19.65018 17.80016
C 0.44880 20.53965 18.77657
O 1.22273 20.31481 16.52396
H 3.04946 20.39099 18.50910
H 3.20438 18.94543 17.43609
H 2.71718 18.72493 19.06608
H 0.74751 18.66221 17.67160
H 0.88489 21.55208 18.83189
H 0.38027 20.20580 19.81748
H -0.57711 20.68277 18.37398
H 0.30240 20.36597 16.23123
C 4.73585 31.39757 20.59938
C 6.24280 31.53639 20.44863
C 6.96537 31.06501 21.69731
O 6.63060 30.74706 19.33127
H 4.24041 31.94214 21.40882
H 4.51877 30.34380 20.76116
H 4.22925 31.70812 19.66764
H 6.58385 32.57150 20.30625
H 6.48523 31.50024 22.57386
H 7.99969 31.42952 21.65448
H 6.98523 29.97704 21.86502
H 6.27524 31.11447 18.49400
C -4.05251 24.23926 13.22693
C -5.35251 24.92188 12.99242
C -5.51076 25.16146 11.51777
O -6.37238 24.05750 13.49085
H -4.02359 23.80218 14.21737
H -3.14641 24.81139 13.03481
H -4.00910 23.37362 12.54547
H -5.34225 25.85870 13.53550
H -6.49373 25.55127 11.21217
H -5.25210 24.26348 10.99440
H -4.81759 25.91555 11.19896
H -6.18888 23.78975 14.39039
C 6.12868 21.39592 13.96514
O 5.30912 22.31488 14.69620
C 4.46318 21.71441 15.76350
C 3.64448 22.87681 16.41814
N 4.56331 23.90583 16.84688
C 3.86456 25.09675 17.33643
C 4.77560 25.98500 18.06869
O 4.04361 27.17857 18.29184
C 4.84057 28.24279 18.81334
H 5.52181 20.69696 13.35177
H 6.75264 20.83246 14.64769
H 6.70600 21.97566 13.26965
H 5.13925 21.24654 16.46556
H 3.77478 20.93816 15.34626
H 3.13246 22.42865 17.28000
H 2.93460 23.26079 15.69056
H 5.18275 24.08831 16.05639
H 3.06342 24.72515 17.96691
H 3.31475 25.71232 16.58383
H 5.63704 26.24902 17.39961
H 5.22648 25.55959 18.96003
H 4.14367 29.08125 18.85542
H 5.71943 28.54455 18.23806
H 5.23439 28.02288 19.79616
C -2.37404 25.63953 19.02390
O -3.11506 24.78285 18.21105
C -2.69263 23.42235 18.29903
C -3.59558 22.51746 17.49617
N -4.96375 22.49637 17.97476
C -5.14024 21.86272 19.25021
C -5.09335 20.35678 19.12541
O -3.73028 19.91069 19.08352
C -3.65551 18.55122 18.79205
H -2.69992 26.64968 18.86552
H -1.32893 25.57763 18.74882
H -2.54059 25.40292 20.07734
H -2.69495 23.15848 19.37550
H -1.63762 23.32103 17.94406
H -3.22971 21.49500 17.52061
H -3.56007 22.81080 16.45248
H -5.38671 23.40450 18.00648
H -6.11590 22.22549 19.62294
H -4.43398 22.20995 20.02116
H -5.63512 20.08830 18.18832
H -5.52831 19.82816 19.98480
H -4.19765 18.35207 17.87113
H -4.22327 17.91996 19.49303
H -2.62213 18.29099 18.79611
C 4.29048 24.83605 13.08806
O 5.23622 25.48450 13.92206
C 6.36292 25.98028 13.22211
C 7.52864 25.96907 14.22404
N 7.70589 24.61026 14.71245
C 8.26922 24.55992 16.08925
C 9.74289 24.46790 16.11697
O 10.42907 25.62818 15.63901
C 10.38805 26.66222 16.55126
H 3.61421 24.35699 13.79317
H 4.73613 24.07803 12.43840
H 3.66576 25.55040 12.54720
H 6.13187 26.95379 12.73510
H 6.55247 25.22019 12.41821
H 7.37482 26.64781 15.06569
H 8.41718 26.33903 13.71909
H 6.81815 24.12895 14.70321
H 7.88507 23.71312 16.70463
H 7.98311 25.51325 16.58858
H 10.17476 23.67816 15.54076
H 10.04288 24.29600 17.18697
H 9.35463 27.03550 16.75915
H 10.94316 27.47431 16.06828
H 10.88187 26.40252 17.50343
C -1.14349 24.66551 10.79516
O -0.73292 24.98787 12.14991
C 0.64514 25.24354 12.34980
C 1.14218 26.53136 11.79708
N 0.50526 27.66560 12.36492
C 1.02656 28.94039 12.05219
C 0.74581 29.27767 10.58278
O 1.76383 28.53025 9.79090
C 1.76318 29.01615 8.42284
H -1.96360 23.94738 10.83776
H -0.28026 24.23824 10.26073
H -1.43689 25.58099 10.29478
H 1.29505 24.50396 11.82338
H 0.69989 25.16724 13.44562
H 0.97149 26.45109 10.71497
H 2.22137 26.61878 11.94570
H 0.34490 27.56610 13.37133
H 2.11493 28.97407 12.13025
H 0.57109 29.64249 12.76651
H 0.90545 30.33407 10.38191
H -0.29347 29.00647 10.35047
H 0.76153 29.12866 7.99849
H 2.41279 28.40036 7.82301
H 2.13136 30.06452 8.39965
C 3.73296 22.86201 9.74386
O 3.26693 22.93718 11.07028
C 2.59815 21.75605 11.51805
C 2.32348 21.80344 13.02323
N 1.41974 20.68327 13.31730
C 0.03916 21.04451 12.96369
C -0.92117 20.08666 13.59259
O -1.01533 20.28759 15.01414
C -1.97847 19.41753 15.60130
H 4.48389 22.07296 9.60078
H 4.09105 23.84388 9.49445
H 2.90192 22.61279 9.06041
H 3.21897 20.90160 11.30974
H 1.65857 21.63407 10.93574
H 1.87813 22.78156 13.26659
H 3.22468 21.69164 13.60884
H 1.44189 20.54202 14.33817
H -0.10333 20.92884 11.90460
H -0.21734 22.09705 13.10963
H -0.57492 19.05061 13.47064
H -1.93073 20.21184 13.19824
H -1.93615 19.57642 16.66130
H -1.80319 18.36208 15.32961
H -2.97953 19.57775 15.24814
C 1.31654 31.32896 18.56504
O -0.12834 31.24058 18.45173
C -0.49238 30.78688 17.14139
C -1.98007 30.82879 17.01660
N -2.59515 30.02156 18.02707
C -3.99762 29.97744 17.91472
C -4.63551 29.45941 19.15401
O -4.57479 30.39296 20.21968
C -4.88987 29.89632 21.50412
H 1.77541 30.38950 18.28589
H 1.52252 31.54275 19.62071
H 1.66067 32.17572 17.97267
H -0.18092 29.74956 17.02563
H -0.04230 31.46936 16.39637
H -2.22250 30.46769 16.00728
H -2.26422 31.88219 17.08750
H -2.35558 30.47778 18.91133
H -4.24867 29.27973 17.07421
H -4.37575 30.95708 17.56354
H -4.09685 28.57945 19.46321
H -5.67686 29.13739 18.94568
H -5.91941 29.58835 21.61643
H -4.73202 30.72384 22.21045
H -4.21722 29.07021 21.74929
C 6.98203 33.37072 17.45589
O 6.60622 32.11044 16.78813
C 7.82899 31.48389 16.27978
C 7.39959 30.22563 15.55380
N 6.89314 30.54532 14.22210
C 6.58276 29.42931 13.34236
C 5.93205 29.89544 12.04689
O 4.60610 30.33521 12.38377
C 3.86867 30.77174 11.24168
H 7.11868 34.15166 16.70872
H 7.92965 33.23068 17.97713
H 6.19599 33.59767 18.18497
H 8.41330 31.15381 17.14155
H 8.32793 32.08760 15.56258
H 6.67198 29.65100 16.08902
H 8.29819 29.61448 15.46760
H 6.06698 31.10476 14.39411
H 5.96271 28.69749 13.85768
H 7.58698 28.98825 13.09660
H 5.86800 29.06120 11.38306
H 6.48788 30.72709 11.67891
H 3.68288 29.92809 10.56781
H 4.47353 31.52184 10.65610
H 2.93671 31.20728 11.57069
C 3.42617 30.61285 15.72969
O 2.35502 29.67794 15.90785
C 2.64639 28.39073 15.27333
C 1.57600 27.47361 15.79086
N 0.26218 27.87170 15.35473
C -0.80550 27.19134 16.07054
C -1.17938 25.77854 15.58857
O -0.17089 24.82565 16.00033
C -0.45082 23.55734 15.44822
H 4.41879 30.21269 15.93052
H 3.24260 31.33834 16.53304
H 3.36664 31.02316 14.71641
H 3.56963 27.96384 15.69550
H 2.75505 28.47909 14.18934
H 1.61102 27.47396 16.90001
H 1.81833 26.43860 15.46663
H 0.19029 28.86668 15.39290
H -1.69818 27.84147 15.99448
H -0.56609 27.05977 17.14705
H -1.28921 25.73615 14.49740
H -2.16266 25.50454 16.03167
H -1.50242 23.32115 15.70518
H 0.23430 22.80970 15.86796
H -0.35992 23.56847 14.35720
C -7.35054 30.18082 6.93074
O -6.77027 30.83133 8.07307
C -7.24750 30.30929 9.27890
C -6.36059 30.84817 10.37152
N -7.00721 30.63696 11.63360
C -6.27932 31.02204 12.85031
C -5.49267 29.84438 13.36281
O -4.34508 29.58424 12.52837
C -3.61793 28.44871 13.00130
H -8.29856 30.63194 6.65119
H -7.42465 29.08450 7.09205
H -6.67269 30.23574 6.10448
H -7.32049 29.23381 9.25613
H -8.30504 30.66978 9.42909
H -6.23105 31.89214 10.13955
H -5.34813 30.40029 10.28709
H -7.82519 31.21775 11.57671
H -7.00015 31.31765 13.60967
H -5.59266 31.84620 12.70123
H -6.08542 28.92037 13.37091
H -5.08114 30.05251 14.32924
H -2.77164 28.21113 12.32981
H -4.27797 27.57532 13.02698
H -3.21441 28.64582 14.00136
C 0.12616 27.56875 26.52581
O -0.80669 27.86122 25.45085
C -0.78776 29.22682 25.14875
C -1.43245 29.32845 23.77074
N -0.52925 28.75396 22.77744
C -1.04907 28.85522 21.42755
C -0.09639 28.25312 20.42249
O 0.12051 26.84932 20.62532
C 1.15611 26.27795 19.81975
H -0.08596 28.23381 27.33989
H 1.10686 27.70445 26.10871
H -0.10595 26.56111 26.82618
H 0.21734 29.65015 25.15597
H -1.45696 29.77797 25.82564
H -1.62942 30.41611 23.58042
H -2.40668 28.78915 23.83059
H -0.31422 27.80518 23.01973
H -1.33377 29.87459 21.18887
H -1.95082 28.24496 21.25459
H 0.85859 28.78728 20.47664
H -0.44739 28.39969 19.39223
H 1.17970 25.22549 20.16410
H 2.10186 26.83350 19.95504
H 0.91986 26.32342 18.76743

***

The following is a DFT calculation (the ωB97M-V functional and the def2-TZVPD basis) of a 5-piece molecular cluster, C23H17Cl17INO2 overall.

Summary:
LUMO level: -0.24 eV
2S+1: 1
Strongest force on any atom: 0.0234 Eh/bohr
HOMO energy: -0.33073 Ha
HOMO-LUMO gap: 8.76 eV
Energy: -250692.4498 eV

Element x y z (Å)
C -4.11012 2.00587 -3.83593
C -3.62505 2.25166 -2.40013
I -3.25750 0.32690 -1.48309
C -2.36857 3.17422 -2.40902
C -1.33688 2.84137 -1.35818
C -1.54409 3.23781 -0.03966
C -0.57750 2.93711 0.89690
C 0.56021 2.22406 0.53829
C 0.78996 1.80122 -0.75103
C -0.17392 2.13260 -1.69657
Cl 0.11645 1.61712 -3.32658
C 1.35692 2.03317 1.79950
O 2.12638 1.16052 2.06437
N 0.92234 3.10351 2.67388
C 1.68420 4.35657 2.65792
C 2.89498 4.38649 3.58137
C 3.93639 3.33195 3.29381
C 4.56301 3.34146 2.05191
C 5.49912 2.38036 1.70784
C 5.81134 1.38902 2.63166
C 5.21460 1.38786 3.87740
C 4.27513 2.35176 4.21456
C -0.47837 3.25027 2.36352
O -1.35048 3.50425 3.14357
H -3.24661 1.86671 -4.48493
H -4.68936 1.08597 -3.87507
H -4.72484 2.84459 -4.16379
H -4.38674 2.74921 -1.80737
H -1.91362 3.20367 -3.39382
H -2.72312 4.17458 -2.14698
H -2.44513 3.76516 0.24847
H 1.68319 1.24726 -1.00300
H 1.96111 4.66405 1.64071
H 0.99467 5.12792 3.01110
H 2.59706 4.39604 4.62972
H 3.38383 5.35295 3.41037
H 4.32192 4.11504 1.32961
H 5.96009 2.38370 0.72928
H 6.53118 0.63236 2.34708
H 5.46977 0.61413 4.59053
H 3.78544 2.34323 5.18014
C -3.25593 -4.09482 -2.29034
Cl -3.94762 -5.70005 -2.05057
Cl -1.58332 -4.23125 -2.84567
Cl -4.19942 -3.22607 -3.50587
Cl -3.29509 -3.20702 -0.76377
C -1.53891 -9.62869 -1.10448
Cl -0.35856 -10.74111 -1.81321
Cl -1.16419 -7.98159 -1.60231
Cl -3.15807 -10.05432 -1.67186
Cl -1.47834 -9.75451 0.65577
C -0.93700 -1.20118 3.90856
Cl -2.03025 -2.35961 3.13863
Cl 0.51442 -2.04050 4.46046
Cl -0.48038 0.04312 2.74382
Cl -1.74723 -0.45062 5.28573
C -0.96687 -7.29660 -5.79526
Cl -2.34818 -6.31892 -5.29150
Cl -0.60923 -8.50116 -4.55907
Cl -1.34550 -8.09892 -7.32548
Cl 0.44227 -6.24987 -6.01196

***

The following is a DFT calculation (the ωB97M-V functional and the def2-TZVPD basis) of a 3-piece molecular cluster, C3H13N2O3 overall.

Summary:
LUMO level: -3.09 eV
2S+1: 1
Strongest force on any atom: 0.0458 Eh/bohr
Net charge: +1
HOMO energy: -0.50015 Ha
HOMO-LUMO gap: 10.52 eV
Energy: -12438.5449 eV
ΔE to the lowest compared entry with this formula, charge and spin: 108.74 kJ/mol

Element x y z (Å)
N -0.52276 0.09925 -1.56790
C 0.11530 0.73165 -0.40416
C -0.93721 0.94760 0.68654
N -0.46320 0.97611 1.95479
C 0.47070 0.04317 2.57839
O -2.01294 1.37094 0.30745
H -0.02819 0.01306 -2.45542
H -1.44659 0.49238 -1.78589
H -0.77837 -0.90628 -1.34382
H 0.82067 -0.04067 -0.10914
H 0.74630 1.59054 -0.59224
H -1.09275 1.49253 2.55258
H -0.01761 -0.88047 2.88759
H 0.83802 0.48904 3.49953
H 1.29791 -0.11698 1.89686
H 2.67382 0.10670 -1.34892
H 2.95817 0.91699 -2.49043
O 2.23236 0.35493 -2.17519
H -2.13062 -2.47163 -0.10562
H -1.38091 -2.93326 -1.34837
O -1.34210 -2.27557 -0.63662